# C52H147N9O25

17 unconnected molecules or ions with the total composition C52H147N9O25 in a non-equilibrium geometry (wB97M-V/def2-TZVPD, the OMol25 dataset).

Properties
Highest occupied orbital energy   -8.81 eV
Orbital gap   0.331 Eh
Net charge   0

Cartesian coordinates (Å):
C: -12.211 20.667 -14.906
C: -13.550 20.889 -15.441
C: -14.555 20.956 -14.295
O: -15.805 20.624 -14.751
C: -16.806 21.054 -13.879
N: -13.527 22.086 -16.232
H: -12.215 19.674 -14.457
H: -11.897 21.477 -14.248
H: -11.470 20.531 -15.694
H: -13.770 20.097 -16.158
H: -14.442 21.959 -13.882
H: -14.246 20.289 -13.490
H: -16.657 20.722 -12.852
H: -17.794 20.682 -14.147
H: -16.824 22.143 -13.937
H: -13.142 22.011 -17.163
H: -14.502 22.299 -16.388
C: -24.183 19.682 -8.426
C: -25.643 19.257 -8.304
C: -26.310 18.992 -9.637
O: -25.532 18.140 -10.406
C: -26.007 17.784 -11.671
N: -25.693 18.163 -7.346
H: -23.787 19.804 -7.418
H: -24.293 20.675 -8.861
H: -23.585 19.034 -9.067
H: -26.226 20.016 -7.782
H: -26.357 19.954 -10.147
H: -27.365 18.771 -9.477
H: -25.992 18.600 -12.393
H: -27.027 17.411 -11.763
H: -25.212 17.062 -11.857
H: -26.665 17.945 -7.512
H: -25.180 17.394 -7.754
C: -21.909 20.730 -1.472
C: -22.008 20.117 -0.092
C: -22.819 18.859 -0.027
O: -22.665 18.245 1.285
C: -22.371 16.827 1.407
N: -20.614 19.922 0.348
H: -21.516 20.123 -2.287
H: -21.459 21.700 -1.258
H: -22.897 20.980 -1.859
H: -22.555 20.803 0.553
H: -22.465 18.183 -0.806
H: -23.870 19.137 -0.106
H: -23.117 16.268 0.843
H: -22.329 16.487 2.442
H: -21.370 16.616 1.030
H: -20.624 19.594 1.303
H: -20.229 19.187 -0.229
C: -22.703 20.385 -12.246
C: -24.083 21.161 -12.137
C: -23.867 22.462 -11.345
O: -25.122 23.102 -11.317
C: -25.100 24.473 -10.928
N: -24.737 21.447 -13.358
H: -21.896 21.026 -12.599
H: -22.720 19.533 -12.925
H: -22.429 19.990 -11.267
H: -24.741 20.534 -11.536
H: -23.181 23.077 -11.927
H: -23.426 22.413 -10.350
H: -24.361 24.716 -10.165
H: -26.059 24.713 -10.468
H: -25.086 25.095 -11.823
H: -25.287 22.155 -12.893
H: -24.079 22.020 -13.868
C: -16.188 21.906 -9.211
C: -15.336 23.013 -8.591
C: -16.255 24.139 -8.090
O: -15.449 25.086 -7.397
C: -14.741 26.070 -8.217
N: -14.712 22.415 -7.462
H: -16.709 22.356 -10.055
H: -16.929 21.561 -8.490
H: -15.520 21.103 -9.522
H: -14.600 23.320 -9.334
H: -16.943 23.657 -7.395
H: -16.878 24.728 -8.763
H: -13.853 25.666 -8.703
H: -14.408 26.840 -7.521
H: -15.284 26.608 -8.994
H: -14.296 23.226 -7.026
H: -15.409 22.054 -6.827
C: -24.675 13.704 1.456
C: -24.648 13.035 0.110
C: -23.529 13.500 -0.827
O: -23.655 14.901 -1.205
C: -22.790 15.253 -2.214
N: -24.442 11.604 0.397
H: -25.061 14.716 1.333
H: -23.739 13.542 1.990
H: -25.470 13.335 2.105
H: -25.607 13.094 -0.405
H: -23.608 12.813 -1.670
H: -22.601 13.435 -0.260
H: -23.107 14.671 -3.079
H: -21.773 14.980 -1.930
H: -22.922 16.319 -2.398
H: -24.450 11.107 -0.482
H: -23.491 11.488 0.717
C: -23.951 18.998 -3.779
C: -25.248 19.709 -4.130
C: -25.619 20.890 -3.184
O: -25.896 20.367 -1.828
C: -25.863 21.435 -0.906
N: -25.144 20.217 -5.495
H: -23.108 19.602 -4.112
H: -24.024 18.018 -4.252
H: -23.904 18.843 -2.701
H: -26.139 19.081 -4.129
H: -26.560 21.263 -3.589
H: -24.854 21.662 -3.258
H: -26.776 21.965 -1.176
H: -24.930 21.985 -1.031
H: -26.010 20.931 0.050
H: -25.092 19.467 -6.170
H: -26.039 20.626 -5.724
C: -19.057 12.990 -5.420
C: -20.507 13.363 -5.367
C: -20.907 14.740 -5.889
O: -22.198 15.102 -5.573
C: -22.503 16.475 -5.990
N: -21.176 12.274 -6.027
H: -18.456 13.715 -4.871
H: -18.592 13.104 -6.400
H: -18.968 11.993 -4.990
H: -20.960 13.285 -4.379
H: -20.885 14.596 -6.970
H: -20.179 15.482 -5.561
H: -21.935 17.262 -5.494
H: -23.519 16.770 -5.728
H: -22.240 16.687 -7.026
H: -22.136 12.580 -6.092
H: -20.808 12.174 -6.962
C: -19.047 15.813 -8.934
C: -18.768 15.770 -10.498
C: -19.837 15.307 -11.448
O: -20.301 14.055 -11.022
C: -21.262 13.606 -11.999
N: -18.083 17.006 -10.848
H: -18.232 16.229 -8.342
H: -19.302 14.811 -8.589
H: -20.003 16.307 -8.761
H: -17.937 15.082 -10.658
H: -19.483 15.215 -12.474
H: -20.666 16.014 -11.407
H: -21.824 12.759 -11.605
H: -20.741 13.168 -12.850
H: -22.034 14.349 -12.199
H: -17.794 16.796 -11.793
H: -17.253 17.174 -10.299
C: -15.566 19.102 -5.864
C: -16.237 19.911 -4.662
O: -16.641 21.177 -5.151
O: -16.570 18.534 -6.718
H: -14.788 18.412 -5.539
H: -14.981 19.777 -6.490
H: -15.414 20.057 -3.963
H: -17.008 19.376 -4.109
H: -17.097 21.610 -4.425
H: -16.980 19.304 -7.118
C: -19.544 21.830 -10.813
C: -19.325 20.351 -11.225
O: -19.795 19.390 -10.206
O: -18.711 22.694 -11.560
H: -19.337 21.967 -9.752
H: -20.615 21.988 -10.939
H: -18.238 20.268 -11.253
H: -19.576 20.061 -12.245
H: -19.402 18.542 -10.425
H: -19.074 23.580 -11.488
C: -20.175 25.762 -9.216
C: -20.951 25.052 -10.303
O: -20.444 25.099 -11.647
O: -20.423 27.121 -9.099
H: -19.113 25.571 -9.370
H: -20.394 25.365 -8.225
H: -21.926 25.533 -10.222
H: -21.185 24.017 -10.056
H: -20.649 25.959 -12.020
H: -21.363 27.275 -8.985
C: -18.183 16.695 -2.965
C: -19.501 17.435 -2.716
O: -19.906 17.437 -1.361
O: -18.255 15.334 -2.485
H: -17.408 17.215 -2.401
H: -17.876 16.797 -4.005
H: -20.340 17.026 -3.278
H: -19.439 18.498 -2.948
H: -19.489 16.633 -1.042
H: -17.515 15.144 -1.902
C: -20.195 19.607 -5.653
C: -20.296 19.906 -7.158
O: -18.979 19.793 -7.800
O: -19.398 18.456 -5.493
H: -21.167 19.509 -5.170
H: -19.691 20.466 -5.209
H: -20.652 20.909 -7.396
H: -20.969 19.149 -7.561
H: -19.080 19.534 -8.719
H: -18.662 18.436 -6.109
C: -14.547 17.498 -9.868
C: -13.110 17.985 -10.122
O: -13.016 18.744 -11.345
O: -15.048 16.624 -10.917
H: -15.226 18.350 -9.846
H: -14.635 16.962 -8.923
H: -12.475 17.099 -10.084
H: -12.722 18.466 -9.224
H: -12.973 18.109 -12.064
H: -14.785 15.715 -10.760
C: -23.410 23.009 -5.744
C: -23.858 23.830 -6.881
O: -22.857 24.105 -7.793
O: -22.331 23.727 -5.012
H: -22.924 22.092 -6.076
H: -24.134 22.768 -4.966
H: -24.282 24.795 -6.603
H: -24.722 23.349 -7.340
H: -22.124 24.459 -7.285
H: -22.794 24.214 -4.327
C: -19.002 23.813 -4.519
C: -19.099 22.792 -3.418
O: -17.861 22.400 -2.885
O: -18.313 24.991 -4.062
H: -19.996 24.097 -4.865
H: -18.496 23.367 -5.375
H: -19.725 21.962 -3.748
H: -19.613 23.330 -2.622
H: -18.126 22.120 -2.006
H: -17.427 24.657 -3.906

Löwdin atomic charge list, values in e, 99 entries: number 1, C, carries -0.09; number 2, C, carries -0.49; number 3, C, carries -0.23; number 4, O, carries -0.16; number 5, C, carries -0.11; number 6, N, carries 0.04; number 7, H, carries 0.08; number 8, H, carries 0.09; number 9, H, carries 0.08; number 10, H, carries 0.14; number 11, H, carries 0.14; number 12, H, carries 0.12; number 13, H, carries 0.08; number 14, H, carries 0.09; number 15, H, carries 0.09; number 16, H, carries 0.07; number 17, H, carries 0.07; number 18, C, carries -0.03; number 19, C, carries -0.44; number 20, C, carries -0.22; number 21, O, carries -0.18; number 22, C, carries -0.10; number 23, N, carries 0.04; number 24, H, carries 0.06; number 25, H, carries 0.07; number 26, H, carries 0.08; number 27, H, carries 0.13; number 28, H, carries 0.12; number 29, H, carries 0.13; number 30, H, carries 0.08; number 31, H, carries 0.09; number 32, H, carries 0.10; number 33, H, carries 0.08; number 34, H, carries 0.08; number 35, C, carries -0.06; number 36, C, carries -0.44; number 37, C, carries -0.18; number 38, O, carries -0.20; number 39, C, carries -0.07; number 40, N, carries 0.06; number 41, H, carries 0.07; number 42, H, carries 0.08; number 43, H, carries 0.05; number 44, H, carries 0.14; number 45, H, carries 0.11; number 46, H, carries 0.12; number 47, H, carries 0.06; number 48, H, carries 0.08; number 49, H, carries 0.07; number 50, H, carries 0.07; number 51, H, carries 0.03; number 52, C, carries -0.03; number 53, C, carries -0.44; number 54, C, carries -0.21; number 55, O, carries -0.21; number 56, C, carries -0.08; number 57, N, carries 0.06; number 58, H, carries 0.06; number 59, H, carries 0.08; number 60, H, carries 0.06; number 61, H, carries 0.10; number 62, H, carries 0.12; number 63, H, carries 0.11; number 64, H, carries 0.07; number 65, H, carries 0.08; number 66, H, carries 0.09; number 67, H, carries 0.05; number 68, H, carries 0.08; number 69, C, carries -0.05; number 70, C, carries -0.45; number 71, C, carries -0.18; number 72, O, carries -0.21; number 73, C, carries -0.08; number 74, N, carries 0.06; number 75, H, carries 0.07; number 76, H, carries 0.07; number 77, H, carries 0.08; number 78, H, carries 0.14; number 79, H, carries 0.12; number 80, H, carries 0.11; number 81, H, carries 0.08; number 82, H, carries 0.08; number 83, H, carries 0.08; number 84, H, carries 0.07; number 85, H, carries 0.04; number 86, C, carries -0.08; number 87, C, carries -0.44; number 88, C, carries -0.17; number 89, O, carries -0.20; number 90, C, carries -0.13; number 91, N, carries 0.03; number 92, H, carries 0.08; number 93, H, carries 0.09; number 94, H, carries 0.08; number 95, H, carries 0.14; number 96, H, carries 0.12; number 97, H, carries 0.13; number 98, H, carries 0.08; number 99, H, carries 0.09